1.
Below is C10H23N2O11S4 as an isolated structure in a non-equilibrium geometry, with properties calculated with ωB97M-V/def2-TZVPD.

Summary:
**HOMO**: -5.86 eV
**HOMO-LUMO gap**: 0.2929 Ha

Structure (ORCA input):
```
! RIJCOSX wB97M-V def2-TZVPD def2/J DEFGRID3
* xyz -1 1
H 3.146 -1.836 -1.219
C 6.016 4.019 1.010
O 0.170 -0.820 -3.572
O -1.333 -1.640 -1.099
H -6.654 -2.401 0.936
O -6.629 -4.190 4.355
H 6.327 4.853 1.638
O 5.601 4.599 -0.238
H 2.374 -1.270 -2.715
C -4.985 -1.609 2.015
H 5.166 3.543 1.502
O -2.914 1.651 0.133
O 5.604 2.811 -1.934
H 7.984 3.514 0.288
C -3.228 0.731 -0.509
H -4.550 -1.636 3.014
C -5.577 -6.189 3.042
C 0.820 0.847 -1.502
O 3.590 3.204 -0.523
H 1.259 1.819 -1.671
N -3.537 -0.382 -0.918
O -2.842 -1.707 -2.952
H -5.294 -6.759 3.925
C 1.930 -0.088 -0.947
H 3.671 4.514 -3.127
H 0.119 1.027 -0.701
S -0.136 0.441 -2.958
H -5.261 -0.578 1.793
H 1.423 -2.091 -1.508
H 7.537 2.724 1.815
H 2.864 0.486 -0.879
N -1.704 0.504 -2.466
S -5.533 -4.484 3.482
O -4.197 -4.138 3.844
S -2.242 -0.908 -1.940
H 1.691 -0.322 0.085
H -4.215 -1.927 1.314
O -5.856 -3.910 2.039
H -4.865 -6.361 2.240
C 2.250 -1.407 -1.651
H -6.586 -6.447 2.732
S 4.733 3.692 -1.226
H 6.862 2.164 0.284
C 7.169 3.048 0.841
C 4.229 4.979 -2.316
O 0.042 1.544 -3.860
H 3.597 5.674 -1.771
C -6.197 -2.512 1.918
H -6.954 -2.249 2.660
H 5.114 5.475 -2.705
*
```

Table of Mulliken atomic charges, one value per atom, all in e: 0.435, -0.334, -0.665, -0.610, 0.276, -0.649, 0.288, -0.327, 0.340, -0.936, 0.319, -0.477, -0.629, 0.259, 0.878, 0.352, -0.939, -0.602, -0.604, 0.358, -0.542, -0.672, 0.366, -0.065, 0.398, 0.300, 1.289, 0.382, 0.268, 0.384, 0.026, -0.605, 1.211, -0.594, 1.120, 0.312, 0.249, -0.247, 0.315, -1.290, 0.307, 1.297, 0.297, -0.981, -1.022, -0.794, 0.303, -0.425, 0.331, 0.346

2.
Below is one molecule with the formula C10H23NO2 in a non-equilibrium geometry, with properties calculated with ωB97M-V/def2-TZVPD.

Summary:
**HOMO**: -8.59 eV
**HOMO-LUMO gap**: 0.3446 Ha
**Relative energy (zero: lowest compared OMol25 entry of this formula, charge and spin)**: 919.3 kJ/mol
**SMILES**: C[C@@H](CCCC(C)(C)O)NCCO

Structure (ORCA input):
```
! RIJCOSX wB97M-V def2-TZVPD def2/J DEFGRID3
* xyz 0 1
H 1.610 0.505 -0.088
H -4.094 1.619 2.073
H -0.472 -0.731 -0.883
H 2.319 -1.137 0.095
H 1.734 0.641 -3.909
O 2.459 -1.590 -2.467
C 1.708 -0.441 -0.603
C 2.164 -0.431 -2.090
C 3.691 0.455 -1.916
H 4.063 0.611 -2.907
O -4.057 1.733 1.016
C -0.557 -0.442 1.615
C 1.103 0.334 -2.867
H 0.303 -0.436 -2.980
H 0.772 1.397 -2.588
H 0.523 0.055 2.061
H -1.102 -0.080 3.836
H -1.965 1.627 2.580
H -2.928 3.435 0.838
C 0.303 -1.153 -0.571
H 2.768 -1.713 -3.347
N -1.364 0.385 1.037
H 4.286 -0.091 -1.256
H -1.838 -1.523 3.206
H 0.406 -2.296 -1.193
C 0.077 -1.603 0.915
H 0.747 -2.162 1.284
H -0.899 -2.313 0.819
H 3.201 1.168 -1.595
H -2.531 1.992 -0.337
C -2.769 2.202 0.717
H -2.161 -0.024 1.021
C -0.812 -0.879 3.259
H -0.681 2.185 1.522
C -1.682 1.548 1.524
H -0.143 -1.574 3.784
*
```

Table of Mulliken atomic charges, one value per atom, all in e: 0.381, 0.326, 0.834, 0.392, 0.327, -0.493, -0.799, 0.873, -1.742, 0.472, -0.502, 0.201, -1.233, 0.394, 0.214, 0.126, 0.426, 0.357, 0.251, -0.991, 0.378, 0.418, 0.406, 0.277, 0.233, -1.603, 0.814, 0.280, 0.542, 0.284, -0.559, 0.122, -1.352, 0.343, -0.770, 0.372

3.
Below is C10H23NO4PS2 as an isolated structure in a non-equilibrium geometry, with properties calculated with ωB97M-V/def2-TZVPD.

Summary:
**HOMO**: -11.41 eV
**HOMO-LUMO gap**: 0.3147 Ha
**Relative energy (zero: lowest compared OMol25 entry of this formula, charge and spin)**: 0.0 kJ/mol

Structure (ORCA input):
```
! RIJCOSX wB97M-V def2-TZVPD def2/J DEFGRID3
* xyz 1 1
H 2.324 -0.189 3.429
N 1.505 0.157 1.529
C 0.392 -0.786 2.007
C -3.583 -0.331 -3.257
H -3.357 -0.368 -4.307
H -3.122 -2.103 -1.379
P -2.500 -1.670 -2.560
H 4.374 0.932 3.300
H 0.052 1.559 0.967
H 0.800 1.862 2.553
H 1.934 -2.416 0.436
O -5.337 0.356 -0.782
H 1.315 0.398 -0.572
C 3.673 1.169 2.498
O -4.728 1.600 -2.742
H -0.442 -2.553 1.060
H -1.279 -1.088 -2.164
H 5.099 0.607 0.954
H 0.811 -1.441 2.764
H 5.141 2.307 1.399
H -0.402 -0.191 2.448
C 1.822 -0.287 0.104
C 1.257 -1.688 -0.015
H 1.095 -1.981 -1.050
C -3.407 1.059 -2.664
H 3.155 2.069 2.829
H 1.703 2.208 1.050
H -2.770 1.666 -3.282
H 2.893 -0.229 -0.056
H -0.800 -1.045 0.223
C 2.714 -0.006 2.429
C 0.983 1.551 1.528
C -0.035 -1.583 0.786
H -3.083 0.988 -1.638
H 3.221 -0.912 2.098
O -6.949 0.516 -2.538
S -2.224 -3.072 -3.873
O -4.926 -0.697 -2.980
S -5.647 0.455 -2.133
H 3.848 1.714 0.376
C 4.479 1.461 1.230
*
```

Table of Mulliken atomic charges, one value per atom, all in e: 0.458, 0.554, -0.740, 0.087, 0.377, 0.107, 0.248, 0.419, 0.474, 0.423, 0.298, -0.531, 0.327, -0.568, -0.338, 0.405, -0.053, 0.344, 0.352, 0.392, 0.376, -0.503, -0.801, 0.462, -0.560, 0.348, 0.401, 0.364, 0.327, -0.100, -0.656, -1.324, -0.115, 0.362, 0.383, -0.522, -0.370, -0.298, 1.139, 0.319, -1.265